(1)
ORCA calculation (the ωB97M-V functional and the def2-TZVPD basis) on 3 unconnected molecules or ions with the total composition C14H34N3O5.

Structure (XYZ):
```
56
Properties=species:S:1:pos:R:3:lowdin_charge:R:1
C -4.4202 -1.7062 2.7476 -0.023
C -3.2754 -2.7315 2.3465 -0.439
O -3.5806 -3.9538 2.2673 0.010
O -1.9519 -2.3900 2.0219 -0.095
C -1.1625 -2.1031 3.1994 -0.189
C 0.0601 -1.1137 2.7264 -0.319
N -0.0383 -0.9414 1.2471 -0.182
C 0.2162 0.4801 0.9354 -0.392
C 0.0178 0.8731 -0.5960 -0.264
O 0.7052 -0.0223 -1.5273 -0.149
H -4.0082 -0.6503 2.9306 0.085
H -4.9583 -2.1115 3.6755 0.087
H -5.1493 -1.6502 1.8611 0.089
H -1.7369 -1.5971 4.0427 0.107
H -0.6455 -3.0291 3.6384 0.111
H -0.0800 -0.0903 3.2175 0.072
H 1.0701 -1.6055 2.9520 0.077
H 1.2645 0.7947 1.3010 0.077
H -0.5452 1.1013 1.5361 0.071
H 0.4219 1.9478 -0.7173 0.094
H -1.0860 0.8176 -0.8550 0.106
H 1.6668 0.1761 -1.4776 0.073
C 2.2126 -5.4396 -3.5747 -0.084
C 1.5078 -4.2679 -2.8952 -0.424
C 0.2922 -3.7405 -3.6823 -0.194
O 0.6254 -2.9423 -4.8154 -0.189
C 0.9623 -3.6816 -5.9744 -0.122
N 2.4876 -3.2061 -2.6407 0.044
H 2.8326 -5.1258 -4.4168 0.057
H 2.8742 -5.9461 -2.8661 0.071
H 1.4894 -6.1758 -3.9379 0.072
H 1.1394 -4.6298 -1.9299 0.140
H -0.2759 -3.0813 -3.0190 0.130
H -0.3880 -4.5532 -3.9674 0.115
H 0.3878 -4.6093 -6.0540 0.086
H 2.0332 -3.8981 -5.9885 0.070
H 0.7419 -3.0617 -6.8455 0.081
H 2.0349 -2.4708 -2.0979 0.067
H 2.6872 -2.7581 -3.5350 0.065
C -1.0180 4.8649 0.7955 -0.072
C -0.6846 4.7145 2.2773 -0.427
C 0.1757 5.8665 2.8350 -0.210
O 1.5510 5.8031 2.4730 -0.193
C 1.8421 6.3088 1.1819 -0.113
N -0.0469 3.4099 2.4889 0.053
H -0.1762 4.6137 0.1482 0.059
H -1.8379 4.1953 0.5220 0.079
H -1.3336 5.8873 0.5657 0.072
H -1.6343 4.7227 2.8240 0.132
H 0.1598 5.7987 3.9277 0.117
H -0.2474 6.8468 2.5799 0.112
H 1.1997 7.1531 0.9148 0.087
H 1.7543 5.5165 0.4358 0.076
H 2.8794 6.6482 1.1790 0.083
H 0.0827 3.2681 3.4891 0.078
H 0.9053 3.4754 2.1295 0.075
```

Lowest unoccupied orbital energy = 2.699 eV
Charge = -1

(2)
ORCA calculation (the ωB97M-V functional and the def2-TZVPD basis) on 2 unconnected molecules or ions with the total composition C6H12O.

Structure (XYZ):
```
19
Properties=species:S:1:pos:R:3:lowdin_charge:R:1
C -0.9645 -2.5399 0.6922 0.003
C -1.6687 -1.4102 0.9987 -0.206
C -1.2023 -0.0481 0.9045 -0.146
C 0.0332 0.3268 1.2523 -0.111
C 0.6929 1.6142 0.8456 -0.246
C 1.9691 1.8624 1.6783 -0.121
H -0.8904 -3.3363 1.4232 0.051
H -0.2047 -2.5164 -0.0868 0.049
H -2.7585 -1.5401 1.0610 0.095
H -1.7526 0.6556 0.2940 0.105
H 0.6061 -0.3356 1.9011 0.109
H 0.0144 2.4316 1.0666 0.107
H 0.9697 1.6655 -0.2096 0.110
H 2.8374 1.2430 1.5181 0.066
H 2.1622 2.9370 1.7007 0.067
H 1.6966 1.6540 2.7217 0.068
O -0.4372 -0.5235 -5.8123 -0.068
H -1.3048 -0.9316 -5.8803 0.028
H 0.2022 -1.2085 -6.0690 0.039
```

Lowest unoccupied orbital energy = 0.539 eV
ΔE to the lowest compared entry with this formula, charge and spin = 74.06 kcal/mol
Structure (SMILES) = C=C/C=C/CC.O

(3)
ORCA calculation (the ωB97M-V functional and the def2-TZVPD basis) on 2 unconnected molecules or ions with the total composition C19H36N2O6PS.

Structure (XYZ):
```
65
Properties=species:S:1:pos:R:3:lowdin_charge:R:1
C 6.6078 -1.6286 2.3464 0.043
C 5.3604 -1.3792 3.1039 -0.443
O 4.8550 -2.0556 3.9115 0.212
O 4.7155 -0.1222 2.7726 0.084
C 3.6756 -0.2952 1.9456 -0.567
O 3.7108 -0.9509 0.9505 0.147
C 2.4363 0.4152 2.3996 -0.178
P 1.5951 1.2720 1.0367 0.737
S 3.0976 2.2770 0.0217 0.646
C 0.9145 0.0320 -0.0768 -0.298
C 0.3895 -1.2438 0.5978 -0.205
C -1.0269 -1.0866 1.1336 -0.196
C -1.7117 -2.4061 1.4409 -0.125
N -3.0917 -2.1577 1.8198 -0.120
C -3.7280 -2.6797 2.9215 -0.096
C -5.0141 -2.2043 2.9636 -0.093
C -5.1968 -1.3570 1.8304 -0.086
C -3.9945 -1.3685 1.1602 -0.124
C 0.3895 2.3657 1.8311 -0.242
C -0.7459 2.8768 0.9623 -0.406
O -1.4389 1.8067 0.3494 -0.046
C -1.6908 3.6710 1.8787 -0.220
N -2.2609 2.7766 2.8803 0.026
H 7.0300 -0.6755 2.0485 0.097
H 6.3249 -2.1542 1.4386 0.107
H 7.3046 -2.1835 2.9568 0.102
H 2.6484 1.1717 3.1495 0.118
H 1.7017 -0.2594 2.8335 0.121
H 2.6051 3.5226 -0.0696 -0.140
H 1.7463 -0.2715 -0.7097 0.078
H 0.1779 0.4550 -0.7500 0.090
H 1.0754 -1.6390 1.3394 0.102
H 0.3371 -1.9860 -0.1951 0.128
H -1.0710 -0.4142 1.9891 0.118
H -1.5839 -0.6156 0.3348 0.088
H -1.6858 -3.0437 0.5610 0.134
H -1.2402 -2.8889 2.2895 0.130
H -3.2869 -3.3583 3.6267 0.113
H -5.7786 -2.4018 3.6908 0.092
H -6.0688 -0.8100 1.5359 0.088
H -3.7600 -0.8444 0.2511 0.106
H 0.9371 3.2384 2.1790 0.110
H 0.0165 1.8430 2.7096 0.103
H -0.4085 3.5605 0.1819 0.146
H -2.3857 1.9695 0.3658 0.104
H -1.0684 4.3716 2.4294 0.122
H -2.4232 4.2219 1.2882 0.123
H -2.7727 3.2889 3.5817 0.085
H -2.8460 2.0564 2.4814 0.071
C 0.0151 -1.0555 -6.8695 -0.103
O -0.4421 0.2350 -6.4983 -0.186
C -1.5044 0.2114 -5.5622 -0.206
C -1.0190 0.5363 -4.1683 -0.203
O -0.1618 -0.4789 -3.6572 -0.198
C 1.2094 -0.1390 -3.7276 -0.115
H 0.9341 -0.9266 -7.4377 0.091
H 0.2222 -1.6779 -5.9954 0.083
H -0.7218 -1.5555 -7.5053 0.092
H -2.0115 -0.7577 -5.5716 0.129
H -2.2275 0.9742 -5.8671 0.129
H -1.8821 0.6002 -3.4974 0.122
H -0.5115 1.5059 -4.1633 0.126
H 1.4428 0.6378 -2.9868 0.069
H 1.4993 0.2126 -4.7195 0.090
H 1.7857 -1.0334 -3.4922 0.094
```

Lowest unoccupied orbital energy = -2.565 eV
Charge = +1

(4)
ORCA calculation (the ωB97M-V functional and the def2-TZVPD basis) on a molecular structure, C18H23F6GeN3O6S2Yb.

Structure (XYZ):
```
60
Properties=species:S:1:pos:R:3:lowdin_charge:R:1
Yb -0.0025 -1.2089 0.3572 1.653
O 2.5840 3.2452 -4.5010 -0.070
C 2.9239 1.8652 -4.6929 -0.181
C 2.4903 1.1603 -3.4518 -0.151
C 2.5363 -0.2332 -3.3609 0.022
C 2.0120 -0.9048 -2.2704 -0.122
N 1.5531 -0.2543 -1.2176 -0.009
C 1.5253 1.1088 -1.2439 -0.202
C 2.0043 1.8344 -2.3292 0.073
C 1.0324 1.7826 -0.0631 -0.211
C 1.6581 2.9590 0.4052 0.073
C 1.0815 3.6446 1.4679 -0.155
C 1.7493 4.8236 2.0983 -0.163
O 3.0269 5.0503 1.4261 -0.073
C -0.0774 3.1006 2.0548 0.019
C -0.5809 1.8812 1.6272 -0.099
N -0.0247 1.2491 0.5848 0.002
H 2.7815 3.7512 -5.3113 0.112
H 4.0146 1.7254 -4.8832 0.149
H 2.3171 1.4458 -5.5307 0.148
H 2.9537 -0.8277 -4.1767 0.136
H 1.9445 -1.9722 -2.2867 0.111
H 1.9586 2.9419 -2.2607 0.143
H 2.5851 3.2960 -0.0463 0.130
H 1.9383 4.5780 3.1551 0.139
H 1.1258 5.7348 2.1123 0.143
H 3.0165 5.9359 1.0059 0.111
H -0.6047 3.6664 2.8253 0.135
H -1.4411 1.4628 2.1560 0.112
F 3.0873 -2.0698 2.8591 0.222
C 2.0235 -2.1419 2.1049 -0.538
F 1.4846 -0.8313 2.0201 -0.016
F 2.3958 -2.4194 0.7735 0.066
S 0.6558 -3.3036 2.6317 0.633
O -0.0318 -3.4119 1.3187 -0.379
O 1.3029 -4.4534 3.1844 -0.203
N -0.2145 -2.6476 3.7663 -0.269
S -1.4996 -1.7318 3.5233 0.708
O -2.7812 -2.2154 3.9583 -0.226
O -1.5338 -1.1761 2.1225 -0.456
C -1.4049 -0.2785 4.7534 -0.577
F -0.2475 0.3923 4.6280 0.123
F -1.5071 -0.7233 6.0185 0.155
F -2.4806 0.5610 4.5126 0.110
C -2.9812 -0.5803 -0.7228 -0.245
Ge -2.7662 -2.3848 -1.5518 0.742
C -4.0346 -2.3483 -3.0653 -0.226
C -3.4276 -3.5488 -0.0705 -0.208
C -0.8594 -2.6911 -1.5702 -0.381
H -3.8631 -0.0754 -1.0851 0.022
H -2.1236 0.0450 -1.0268 -0.007
H -3.0383 -0.7047 0.3556 -0.010
H -5.0501 -2.4399 -2.6504 0.027
H -3.8640 -3.1356 -3.7984 0.012
H -3.9755 -1.3993 -3.6068 0.014
H -4.5115 -3.6941 -0.1658 0.024
H -3.1975 -3.0675 0.8815 -0.009
H -2.9130 -4.5049 -0.0602 0.015
H -0.2740 -2.2086 -2.3645 -0.059
H -0.4509 -3.6530 -1.3235 -0.040
```

Spin multiplicity = 2
Lowest unoccupied orbital energy (spin up / spin down) = -3.789 / -4.130 eV
ΔE to the lowest compared entry with this formula, charge and spin = 0.00 kcal/mol
Charge = +1

(5)
ORCA calculation (the ωB97M-V functional and the def2-TZVPD basis) on C2ClF3O3S in the gas phase.

Structure (XYZ):
```
10
Properties=species:S:1:pos:R:3:lowdin_charge:R:1
C 0.0941 0.5353 0.2859 -0.234
C 1.2840 -0.1258 -0.3023 -0.888
O -2.4883 0.5019 0.9670 -0.225
O -1.4761 -1.6614 0.4001 -0.225
O -1.2316 0.2720 -1.1600 -0.189
F 0.1274 1.8262 0.4082 0.177
F 1.9882 0.5408 -1.2176 0.121
F 1.0118 -1.3261 -0.7870 0.113
S -1.5804 -0.2655 0.2033 0.548
Cl 2.2710 -0.2973 1.2025 0.802
```

Lowest unoccupied orbital energy = -1.877 eV
ΔE to the lowest compared entry with this formula, charge and spin = 67.26 kcal/mol

Record-wise max |F| values, in eV/Å: 3.96 2.08 1.27 3.56 3.13